Density functional theory data (ωB97M-V/def2-TZVPD) for a cluster of 16 separate species, C43H127N9O16 in total in a non-equilibrium geometry.

```
195
Properties=species:S:1:pos:R:3:forces:R:3
C 1.761 -2.118 -3.105 -0.366 0.011 -1.722
C 0.813 -3.131 -2.540 -1.138 -1.562 0.549
C 0.721 -4.464 -3.397 1.909 1.561 -0.035
O 0.077 -4.328 -4.653 -0.192 -0.669 0.574
C 0.055 -5.544 -5.442 -0.273 0.321 -0.646
N 1.368 -3.433 -1.211 0.002 0.187 -0.320
H 1.783 -1.158 -2.590 0.240 -0.234 0.100
H 1.340 -1.972 -4.099 0.017 0.536 -0.298
H 2.719 -2.590 -3.325 0.332 0.296 0.492
H -0.168 -2.702 -2.337 -0.152 0.033 -0.275
H 0.479 -5.286 -2.723 -0.808 -0.198 -0.378
H 1.778 -4.563 -3.645 0.434 -0.729 0.088
H -0.571 -6.328 -5.016 0.084 0.089 0.370
H 1.014 -5.955 -5.756 0.502 0.232 0.758
H -0.388 -5.293 -6.406 -0.302 0.343 0.212
H 2.355 -3.648 -1.220 0.623 -1.304 -0.309
H 1.424 -2.568 -0.692 -0.644 0.800 1.214
C -2.836 2.072 -6.563 -0.140 -0.781 0.706
C -1.786 2.164 -5.462 -0.119 1.989 -1.252
C -2.122 1.367 -4.220 0.399 -0.398 0.950
O -3.337 1.778 -3.555 0.122 -0.356 -1.012
C -3.458 1.195 -2.256 0.166 0.462 -0.744
N -0.453 1.882 -6.083 -0.112 -0.486 1.580
H -3.784 2.430 -6.162 -0.115 -0.140 -0.184
H -2.898 1.007 -6.790 -0.380 -0.044 -0.388
H -2.599 2.617 -7.476 0.210 0.073 0.201
H -1.860 3.184 -5.085 0.385 0.477 -0.090
H -1.370 1.528 -3.448 0.740 -0.012 -0.204
H -2.113 0.303 -4.457 -0.370 -0.381 0.016
H -4.522 1.064 -2.058 0.079 -0.107 0.043
H -3.023 1.865 -1.514 0.086 0.040 0.148
H -2.925 0.244 -2.233 -0.141 -0.202 0.151
H 0.262 2.144 -5.419 0.218 -0.315 0.531
H -0.183 2.477 -6.852 -0.954 0.177 -0.412
C -2.471 0.726 4.350 -0.289 -0.356 0.229
C -2.987 0.949 5.789 -0.065 0.183 -1.133
C -2.585 -0.099 6.808 1.124 -1.895 0.792
O -3.106 -1.423 6.606 -0.713 0.036 -0.277
C -2.683 -2.492 7.483 0.220 1.179 -0.574
N -2.359 2.177 6.290 -0.480 0.062 0.864
H -3.027 -0.049 3.822 0.214 -0.479 0.291
H -1.403 0.514 4.395 0.077 -0.262 -0.122
H -2.593 1.571 3.672 -0.128 0.532 0.514
H -4.075 1.017 5.787 -0.213 0.034 -0.135
H -2.792 0.215 7.831 -0.623 0.340 0.113
H -1.501 -0.206 6.845 0.445 0.239 -0.394
H -2.816 -2.290 8.546 -0.334 0.300 0.052
H -1.615 -2.662 7.349 0.172 -0.229 -0.130
H -3.264 -3.372 7.207 0.106 0.146 -0.040
H -2.819 2.314 7.179 0.425 0.137 0.761
H -2.660 3.026 5.832 -0.117 -0.086 -0.965
C -6.469 3.306 4.191 1.147 -0.347 1.107
C -6.051 4.801 4.248 -1.558 -1.736 0.145
C -4.760 5.095 3.541 0.747 0.273 0.702
O -3.682 4.304 4.077 -0.099 -0.280 -0.160
C -2.433 4.708 3.519 -0.910 -0.050 -0.235
N -7.199 5.496 3.698 0.002 1.513 -0.461
H -6.244 2.875 3.215 -0.401 0.177 -0.249
H -7.513 3.198 4.487 -0.045 0.080 -0.410
H -5.945 2.651 4.887 0.400 0.085 0.159
H -6.026 5.206 5.260 0.541 -0.480 0.240
H -4.523 6.135 3.767 0.020 0.317 -0.462
H -4.840 4.934 2.466 -0.037 0.009 -0.216
H -2.527 4.699 2.433 0.109 0.207 -0.300
H -1.639 3.998 3.751 -0.144 0.044 0.473
H -2.215 5.721 3.858 0.373 0.038 -0.020
H -7.900 5.504 4.426 -0.173 0.205 -0.131
H -7.619 5.027 2.908 0.161 -0.140 -0.154
C 2.615 0.910 0.416 -2.201 0.299 -0.567
C 1.355 0.077 0.882 1.876 0.893 0.397
C 0.146 0.197 -0.008 0.198 0.078 -1.242
O -0.474 1.454 -0.054 -0.138 -0.692 0.134
C -1.333 1.747 1.017 0.004 0.756 0.293
N 1.796 -1.312 0.963 -0.688 0.048 -0.465
H 3.410 0.983 1.159 -0.083 -0.361 -0.150
H 2.248 1.912 0.193 0.111 0.340 0.243
H 2.916 0.559 -0.571 0.508 -0.379 0.134
H 1.161 0.424 1.898 -0.527 0.285 0.173
H -0.586 -0.601 0.112 -0.204 -0.161 0.790
H 0.467 0.037 -1.038 0.388 0.017 -0.271
H -2.011 2.527 0.670 -0.207 -0.128 -0.089
H -0.766 2.207 1.826 0.030 -0.228 0.427
H -1.890 0.883 1.380 -0.006 -0.134 -0.064
H 1.120 -1.752 1.570 0.054 -0.565 0.228
H 2.672 -1.237 1.461 0.340 -0.590 0.252
C 0.858 6.034 -1.758 0.572 -0.359 0.762
C 1.005 4.736 -0.873 -1.617 1.747 -1.359
C 0.422 4.926 0.549 2.328 0.540 -0.821
O 1.358 5.779 1.243 -1.446 -0.900 0.047
C 1.074 5.837 2.625 1.078 0.497 -0.141
N 0.242 3.692 -1.539 0.200 -0.315 0.030
H 1.351 6.880 -1.279 0.043 0.009 0.072
H -0.178 6.326 -1.931 -0.104 -0.220 0.233
H 1.316 5.905 -2.738 0.054 -0.217 0.030
H 2.061 4.467 -0.876 0.043 -0.004 0.554
H 0.404 3.891 0.888 0.044 -0.004 1.024
H -0.579 5.352 0.615 -0.134 0.026 -0.380
H 0.113 6.257 2.924 -0.385 -0.009 -0.450
H 1.836 6.530 2.982 -0.010 -0.233 0.548
H 1.184 4.846 3.067 0.036 -0.103 0.283
H 0.171 2.910 -0.904 0.486 -0.395 -0.231
H -0.717 4.006 -1.486 -0.029 0.088 -0.274
C -1.324 -5.818 2.555 0.955 -0.625 -0.845
C -0.232 -5.845 1.438 0.045 -0.108 1.099
C -0.772 -6.119 0.033 -1.167 -2.050 -0.444
O -1.453 -7.452 -0.031 1.213 1.746 0.365
C -2.103 -7.624 -1.287 -0.110 0.859 -0.108
N 0.500 -4.580 1.393 -1.596 -0.696 -0.383
H -1.660 -6.850 2.654 -0.424 0.182 -0.070
H -2.135 -5.147 2.274 -0.119 -0.130 0.014
H -0.925 -5.539 3.530 0.180 0.173 -0.159
H 0.506 -6.629 1.609 -0.036 -0.171 0.297
H 0.078 -6.119 -0.649 0.131 -0.165 -0.161
H -1.431 -5.308 -0.274 -0.456 -0.017 -0.090
H -1.409 -7.535 -2.123 0.242 0.090 -0.073
H -2.843 -6.827 -1.362 -0.264 -0.006 -0.371
H -2.608 -8.582 -1.414 0.203 -0.054 0.704
H 0.879 -4.437 0.468 1.587 0.256 -0.976
H -0.212 -3.867 1.462 -0.132 0.956 0.757
C 6.506 -0.801 -6.965 -0.120 0.448 -0.095
C 6.895 -1.751 -5.829 -0.519 1.542 -0.183
C 5.991 -1.577 -4.546 0.942 0.140 -0.725
O 6.304 -0.388 -3.848 0.103 0.453 -0.525
C 5.605 -0.081 -2.645 1.430 -0.898 -0.444
N 6.790 -3.099 -6.342 -0.426 -0.582 0.587
H 5.524 -1.011 -7.390 -0.075 -0.330 0.136
H 7.229 -0.886 -7.776 0.044 -0.115 -0.073
H 6.489 0.256 -6.700 0.164 -0.035 0.383
H 7.952 -1.557 -5.649 0.005 0.429 0.884
H 6.180 -2.445 -3.916 -0.223 -0.274 0.293
H 4.955 -1.545 -4.885 -0.284 -0.236 0.034
H 5.987 0.893 -2.338 -0.646 0.156 -0.254
H 5.981 -0.757 -1.878 -0.247 -0.346 0.343
H 4.524 -0.194 -2.727 -0.156 0.378 -0.104
H 7.026 -3.686 -5.556 0.029 -0.617 -0.022
H 7.542 -3.228 -7.004 -0.026 -0.131 -0.284
C -5.243 -4.291 -4.153 1.650 0.470 -0.527
C -3.768 -3.724 -4.295 -1.115 0.274 0.116
C -3.312 -2.726 -3.200 -0.449 0.287 -1.285
O -3.269 -3.395 -1.995 0.698 -0.804 2.322
C -2.949 -2.533 -0.889 -1.116 -0.026 -0.772
N -2.857 -4.855 -4.321 -0.389 -0.124 0.278
H -6.027 -3.540 -4.247 0.134 0.076 0.170
H -5.336 -4.859 -3.227 -0.083 0.080 -0.010
H -5.299 -4.971 -5.003 -0.360 -0.129 0.170
H -3.651 -3.246 -5.267 -0.343 0.352 0.022
H -3.915 -1.824 -3.099 -0.501 0.073 -0.263
H -2.318 -2.379 -3.480 0.477 0.118 -0.094
H -2.642 -3.032 0.030 0.450 -0.631 -0.453
H -3.879 -2.053 -0.585 -0.042 0.556 -0.106
H -2.226 -1.786 -1.219 0.179 0.098 0.243
H -1.957 -4.538 -4.654 0.098 0.047 0.184
H -2.768 -5.055 -3.335 0.516 -0.684 0.186
C 4.497 3.598 3.324 0.016 0.227 -0.349
O 4.793 3.350 4.695 -0.466 -0.029 -0.460
H 3.455 3.804 3.084 -0.279 0.022 0.850
H 5.035 4.490 3.005 0.159 -0.114 -0.357
H 4.725 2.736 2.697 0.469 -0.087 -0.081
H 5.738 3.508 4.749 0.052 -0.075 0.391
C 1.225 2.062 5.489 -0.033 -1.274 0.934
O 0.426 1.517 6.560 1.543 0.110 -0.398
H 2.232 1.661 5.607 0.067 0.005 0.340
H 0.904 1.622 4.545 -0.314 0.572 -0.442
H 1.358 3.143 5.508 -0.540 0.107 -0.187
H -0.510 1.682 6.423 -0.608 0.660 -0.240
C 3.580 -0.292 4.008 -0.255 1.304 0.739
O 4.158 -0.874 2.870 -0.024 -0.674 -0.371
H 3.455 0.785 3.902 -0.148 0.221 -0.413
H 2.583 -0.697 4.184 0.157 -0.273 -0.177
H 4.138 -0.336 4.943 0.325 -0.725 -0.085
H 5.086 -0.651 2.763 0.015 0.171 0.293
C -0.195 -2.392 3.787 0.225 -0.667 0.452
O -1.036 -2.310 2.638 0.290 0.614 -0.299
H 0.756 -1.873 3.667 -0.175 0.162 -0.624
H -0.611 -1.976 4.705 -0.468 -0.069 -0.127
H 0.049 -3.446 3.917 0.132 -0.038 0.453
H -1.930 -2.563 2.877 -0.081 0.078 0.241
C 5.386 2.818 -0.402 -0.107 1.193 1.446
O 6.509 3.695 -0.448 0.254 -0.496 -0.225
H 4.732 2.979 -1.259 0.112 -0.644 -0.184
H 5.689 1.805 -0.136 0.254 -0.125 -0.929
H 4.824 3.083 0.494 -0.535 0.136 -0.016
H 6.250 4.546 -0.087 -0.034 -0.010 -0.081
C 4.576 -2.903 -0.025 -0.227 -0.168 0.599
O 4.515 -4.079 -0.772 -0.018 -1.399 -1.085
H 4.417 -2.061 -0.699 0.400 0.351 0.314
H 3.757 -2.955 0.692 0.221 0.425 0.322
H 5.543 -2.985 0.471 -0.130 1.289 0.341
H 5.347 -4.521 -0.585 -0.303 -0.488 -0.482
C -2.279 4.902 -2.793 -1.323 0.629 -0.394
O -2.384 4.637 -1.375 0.350 -0.468 -0.408
H -2.890 4.194 -3.352 -0.207 -0.056 0.277
H -2.649 5.905 -3.006 -0.016 0.042 -0.036
H -1.290 4.830 -3.247 0.309 -0.087 0.867
H -2.867 5.303 -0.880 -0.024 0.256 -0.536
```
Positions in Å, forces in eV/Å.

Computed properties:
* HOMO energy (spin up / spin down): -10.627 / -10.627 eV
* multiplicity: 2
* HOMO-LUMO gap (spin up / spin down): 8.95 / 3.37 eV
* charge: +1
* energy: -92802.93524 eV